[1]
40
Properties=species:S:1:pos:R:3 method="wB97M-V/def2-TZVPD" smiles=CCCCCCSSCCCCCC homo_lumo_gap_ha=0.33543 total_charge=0 de_lowest_ev=6.515 e_homo_ev=-8.86
C -0.684 2.563 1.071
C 0.924 2.866 1.427
C 1.911 2.431 0.344
C 1.287 1.203 -0.319
C 2.346 0.697 -1.417
C 3.499 -0.045 -0.657
S 3.522 -1.821 -0.618
S 2.350 -2.396 1.183
C 0.711 -2.437 0.402
C -0.751 -2.630 1.209
C -1.962 -3.095 0.198
C -2.369 -1.782 -0.765
C -2.541 -0.466 -0.087
C -2.804 0.642 -1.118
H -0.893 1.452 0.636
H -1.239 3.422 0.443
H -1.516 2.623 1.834
H 1.092 2.382 2.511
H 1.175 4.036 1.578
H 1.868 3.124 -0.581
H 2.935 2.480 0.881
H 0.454 1.635 -0.791
H 0.959 0.328 0.389
H 2.114 0.154 -2.370
H 2.570 1.637 -1.901
H 4.553 0.154 -1.050
H 3.408 0.252 0.412
H 0.635 -1.580 -0.179
H 0.849 -3.358 -0.295
H -1.168 -1.807 1.858
H -0.365 -3.433 1.887
H -3.088 -3.527 0.562
H -1.804 -3.751 -0.580
H -1.571 -1.371 -1.515
H -3.068 -2.223 -1.571
H -3.291 -0.594 0.723
H -1.531 -0.325 0.387
H -3.751 0.357 -1.382
H -2.136 0.527 -1.934
H -2.629 1.675 -0.806



[2]
51
Properties=species:S:1:pos:R:3 method="wB97M-V/def2-TZVPD" smiles=COC[C@H](C)N.BrCCBr.BrCCBr.BrCCBr.ClCCl.ClCCl homo_lumo_gap_ha=0.37323 total_charge=0 e_homo_ev=-9.82
C -0.235 -3.698 0.011
O -0.487 -2.333 -0.169
C 0.148 -1.586 0.844
C -0.124 -0.111 0.622
C 0.446 0.401 -0.691
N 0.487 0.632 1.756
H -0.549 -4.360 -0.798
H -0.702 -4.126 0.908
H 0.845 -3.898 0.096
H -0.248 -1.865 1.829
H 1.231 -1.769 0.808
H -1.193 0.093 0.719
H 0.338 1.489 -0.721
H -0.130 0.043 -1.549
H 1.480 0.090 -0.831
H 0.492 1.610 1.484
H 1.469 0.375 1.828
Br 0.620 -4.584 -3.975
C -0.813 -3.291 -4.134
C -0.330 -1.964 -3.586
Br -1.772 -0.668 -3.634
H -1.686 -3.664 -3.609
H -1.051 -3.213 -5.191
H 0.449 -1.548 -4.216
H -0.005 -2.048 -2.555
Br 3.518 5.118 -3.986
C 3.810 3.238 -3.622
C 2.480 2.551 -3.583
Br 2.753 0.624 -3.495
H 4.334 3.156 -2.676
H 4.448 2.820 -4.397
H 1.841 2.754 -4.433
H 1.952 2.818 -2.671
Br -3.571 0.340 2.933
C -3.842 -1.448 2.165
C -3.177 -2.490 3.002
Br -3.566 -4.224 2.204
H -3.555 -1.364 1.120
H -4.924 -1.540 2.146
H -3.669 -2.503 3.971
H -2.105 -2.407 3.126
Cl 3.312 4.172 4.252
C 2.270 2.739 4.170
Cl 0.705 3.007 4.937
H 2.080 2.480 3.136
H 2.803 1.950 4.685
Cl 0.099 4.331 1.728
C -1.368 3.517 2.296
Cl -2.245 4.452 3.508
H -1.994 3.296 1.440
H -1.070 2.604 2.800



[3]
47
Properties=species:S:1:pos:R:3 method="wB97M-V/def2-TZVPD" homo_lumo_gap_ha=0.26131 total_charge=-1 e_homo_ev=-4.72
C 6.205 1.763 0.838
C 5.938 0.940 -0.428
O 6.384 -0.421 -0.270
C 4.458 0.982 -0.884
O 3.588 1.308 0.144
Ga 1.747 1.383 -0.223
N 1.137 3.208 -0.103
C 0.777 0.208 1.130
O -0.485 -0.296 0.609
O -0.159 -1.245 -0.423
H 5.285 2.238 1.173
H 6.571 1.107 1.631
H 6.971 2.523 0.668
H 6.563 1.321 -1.240
H 5.764 -0.837 0.337
H 4.375 1.676 -1.739
H 4.248 -0.021 -1.293
H 1.495 0.897 -1.748
H 0.483 3.392 -0.857
H 0.639 3.417 0.757
H 1.349 -0.641 1.520
H 0.446 0.794 1.997
H -0.229 -0.693 -1.215
C -2.878 3.551 0.721
C -2.988 2.046 0.923
C -3.205 1.657 2.387
C -2.130 2.103 3.276
N -1.303 2.451 3.994
H -2.010 3.952 1.247
H -2.757 3.789 -0.335
H -3.768 4.071 1.087
H -2.090 1.553 0.549
H -3.831 1.651 0.351
H -3.288 0.573 2.485
H -4.132 2.097 2.764
C -2.030 -3.894 -1.131
C -3.512 -4.154 -0.916
C -4.125 -5.095 -1.960
C -4.051 -4.567 -3.323
N -3.993 -4.149 -4.392
H -1.849 -3.396 -2.085
H -1.627 -3.247 -0.355
H -1.465 -4.829 -1.127
H -4.065 -3.212 -0.919
H -3.672 -4.610 0.063
H -5.177 -5.287 -1.741
H -3.607 -6.057 -1.948



[4]
49
Properties=species:S:1:pos:R:3 method="wB97M-V/def2-TZVPD" homo_lumo_gap_ha="0.11809 / 0.11588" total_charge=+1 multiplicity=2 e_homo_ev="-9.87 / -9.87"
Hg -2.634 1.266 -4.054
Hg 1.046 0.757 -4.781
O -1.708 3.289 -7.116
C -0.761 3.059 -6.193
O -0.833 2.007 -5.503
O 0.345 3.602 -6.325
H -1.497 4.025 -7.695
C -0.572 0.581 -1.711
O -0.734 0.338 -3.119
H 0.455 0.545 -1.347
H -0.920 1.557 -1.371
H -1.106 -0.216 -1.195
C -4.713 -0.315 2.609
C -3.780 -1.227 3.448
N -2.396 -0.689 3.491
C -1.719 -0.782 2.185
C -1.297 -2.249 2.013
C -2.408 0.552 4.253
C -1.115 1.325 4.451
H -4.177 0.551 2.222
H -5.589 0.005 3.173
H -5.136 -0.911 1.800
H -4.206 -1.062 4.438
H -3.904 -2.295 3.268
H -2.372 -0.510 1.356
H -0.821 -0.168 2.121
H -0.945 -2.773 2.902
H -2.249 -2.751 1.838
H -0.751 -2.482 1.099
H -2.905 0.630 5.220
H -3.096 1.184 3.692
H -0.542 0.798 5.213
H -1.224 2.396 4.625
H -0.571 1.321 3.507
C 4.455 -1.530 -0.064
C 5.425 -0.376 -0.581
C 4.671 0.476 -1.680
S 3.732 -0.800 -2.675
O 4.648 -1.626 -3.408
O 2.669 -0.078 -3.304
C 3.231 -1.657 -1.112
H 4.252 -1.177 0.947
H 4.881 -2.515 0.129
H 6.369 -0.704 -1.016
H 5.939 0.222 0.172
H 5.237 1.075 -2.393
H 4.004 1.223 -1.249
H 3.033 -2.647 -1.523
H 2.287 -1.242 -0.759



[5]
56
Properties=species:S:1:pos:R:3 method="wB97M-V/def2-TZVPD" smiles="CCN[C@]1(COCC)C(=O)OC[C@@H]1P(=O)(O)O.C[N+](=O)[O-].C[N+](=O)[O-].C[N+](=O)[O-]" homo_lumo_gap_ha=0.32199 total_charge=0 e_homo_ev=-9.15
C 4.972 -2.663 1.832
C 3.682 -1.741 1.477
N 2.665 -2.660 0.910
C 1.399 -2.005 0.480
C 0.267 -2.863 1.254
O -0.875 -3.099 0.390
C -2.051 -3.215 1.227
C -3.323 -3.081 0.232
C 1.457 -2.243 -1.133
O 1.158 -3.261 -1.764
O 1.906 -1.023 -1.765
C 2.083 0.123 -0.856
C 1.249 -0.427 0.424
P 1.235 0.595 2.007
O 0.839 -0.217 3.261
O 2.736 1.311 2.338
O 0.053 1.818 1.841
H 4.701 -3.450 2.627
H 5.316 -3.262 0.907
H 5.852 -2.040 2.196
H 3.308 -1.367 2.501
H 4.027 -0.902 0.790
H 3.046 -3.298 0.199
H -0.005 -2.401 2.260
H 0.757 -3.882 1.466
H -2.148 -2.362 1.996
H -2.112 -4.214 1.791
H -3.338 -3.914 -0.542
H -3.321 -2.039 -0.240
H -4.247 -3.148 0.906
H 3.145 0.459 -0.628
H 1.556 0.962 -1.441
H 0.153 -0.301 0.073
H 2.713 1.553 3.296
H -0.545 1.477 1.130
C -2.188 5.233 0.487
N -2.659 3.877 0.870
O -2.015 2.925 0.465
O -3.659 3.817 1.563
H -1.294 5.134 -0.126
H -2.989 5.714 -0.074
H -1.968 5.776 1.405
C -6.079 2.396 -0.777
N -6.547 1.039 -0.394
O -5.900 0.088 -0.799
O -7.547 0.977 0.299
H -5.185 2.299 -1.389
H -6.881 2.874 -1.338
H -5.860 2.940 0.142
C 3.073 1.121 -4.864
N 3.386 2.373 -4.127
O 4.492 2.858 -4.290
O 2.508 2.824 -3.409
H 3.940 0.838 -5.458
H 2.844 0.353 -4.125
H 2.215 1.322 -5.504